Entry from the OMol25 dataset: C4H9NO in the gas phase at a distorted geometry (wB97M-V/def2-TZVPD).

Calculated values
structure (SMILES) = CC(C)C(N)=O
F_max = 0.104 Eh/bohr
gap between HOMO and LUMO = 10.800 eV
lowest unoccupied orbital energy = 0.94 eV
energy relative to the best compared isomer or geometry (same formula, charge and spin) = 79.8 kJ/mol
total charge = 0
HOMO level = -9.86 eV

Positions of all 15 atoms, in Å:
C -1.010 1.223 0.677
C 0.112 0.140 0.506
C -0.511 -1.166 0.428
C 0.972 0.492 -0.607
N 1.408 -0.648 -1.362
O 1.217 1.588 -0.999
H -0.424 2.146 0.928
H -1.617 1.456 -0.234
H -1.741 1.019 1.541
H 0.741 0.152 1.412
H -1.086 -1.335 1.324
H 0.098 -2.037 0.336
H -1.217 -1.147 -0.392
H 1.012 -1.504 -1.440
H 2.046 -0.379 -2.116